No. 1
Density functional theory data (ωB97M-V/def2-TZVPD) for 2 unconnected molecules or ions with the total composition H5N3 at a distorted geometry.

The multiplicity is 1. The value obtained for the LUMO energy is 0.69 eV. The value obtained for the HOMO energy is -7.93 eV. For the total energy, the calculation gives -167.159858 a.u.

```
8
Properties=species:S:1:pos:R:3:forces:R:3
N 1.5310 0.3818 0.1038 -3.9533 2.0316 0.3735
N -1.3822 -0.3703 0.1911 -0.0295 -0.3636 -0.8137
N 2.5808 -0.0900 0.3268 1.9459 -0.8802 -0.0270
H 1.1672 0.8385 -0.8240 0.8746 -0.6982 0.6082
H 0.7258 0.5151 0.8410 1.2450 -0.4669 -0.8883
H -2.3657 -0.5785 0.0866 -0.4113 -0.1284 0.4264
H -0.9488 -1.1559 -0.3241 0.0016 0.7172 0.3228
H -1.3081 0.4594 -0.4012 0.3271 -0.2114 -0.0018
```
Forces are in eV/Å.

=====

No. 2
Density functional theory data (ωB97M-V/def2-TZVPD) for C27H42N4O5S in the gas phase at a distorted geometry.

The multiplicity is 1. The SMILES is CCn1cc(C(=O)NCCCN(CC(C)C)CC(C)C)c(=O)c2cc(S(=O)(=O)N3CCOCC3)ccc21. The value obtained for the LUMO energy is -0.21 eV. The value obtained for the HOMO energy is -8.03 eV. For the total energy, the calculation gives -2047.471210 a.u.

```
79
Properties=species:S:1:pos:R:3:forces:R:3
C -0.3268 -4.0748 -2.9297 -0.0550 -0.1011 0.2108
C -0.5039 -4.4620 -1.4637 0.0093 -0.2509 -0.5516
N -0.5176 -3.2905 -0.6061 0.1990 -0.0073 0.2476
C 0.6231 -2.9343 0.0144 0.2170 0.2521 0.2497
C 0.7898 -1.8283 0.7881 0.0201 -0.0282 -0.0090
C 2.1458 -1.6624 1.4061 -0.3097 0.0204 -0.0299
O 3.0149 -2.5061 1.2440 0.2680 -0.2349 -0.0975
N 2.2973 -0.5538 2.1433 -0.1002 0.3077 0.1110
C 3.5318 -0.2280 2.8127 0.3255 0.1002 0.0719
C 4.3187 0.8603 2.0808 0.0002 -0.3199 -0.2001
C 4.7357 0.3954 0.6720 -0.1118 0.0366 0.1834
N 5.8072 1.1471 0.0498 0.1542 0.1701 0.0173
C 7.1183 0.8816 0.6281 0.2779 -0.1671 -0.2439
C 8.0792 0.2254 -0.3815 -0.1180 0.0464 0.0384
C 7.5081 -1.0980 -0.8810 0.2009 0.1662 0.1557
C 8.3747 1.1502 -1.5579 0.0678 -0.1474 0.2799
C 5.5365 2.5622 -0.1364 -0.2910 -0.0330 -0.0699
C 4.3596 2.8417 -1.0791 0.2630 0.0891 -0.0767
C 4.1924 4.3496 -1.2539 -0.0829 -0.2784 0.1485
C 4.5794 2.1675 -2.4298 -0.2052 -0.0218 0.2696
C -0.3104 -0.9087 0.9809 0.0859 -0.1831 -0.1512
O -0.2488 0.1498 1.6044 -0.1271 0.0835 0.0435
C -1.5651 -1.3481 0.3451 -0.2534 -0.0635 -0.0994
C -2.7124 -0.5773 0.5501 0.1347 -0.0669 0.0157
C -3.9022 -0.9333 -0.0296 -0.3798 0.3479 0.0347
S -5.3810 0.0183 0.3084 0.5291 0.0171 -0.0455
O -5.7494 -0.1772 1.6788 0.1399 0.1821 0.1641
O -6.3499 -0.3037 -0.7056 0.2431 0.0070 -0.1096
N -4.7832 1.5749 0.1476 -0.2997 -1.0558 0.2530
C -5.2791 2.5572 1.0931 -0.4948 0.2394 0.3668
C -6.6262 3.1145 0.6291 0.1659 -0.0400 0.2538
O -6.5292 3.6460 -0.6749 0.0550 0.1902 -0.0062
C -6.1280 2.6584 -1.5998 0.1561 -0.1945 -0.1860
C -4.7681 2.0645 -1.2166 -0.1940 0.1845 -0.5611
C -3.9819 -2.0589 -0.8388 -0.0124 -0.0729 -0.0613
C -2.8679 -2.8381 -1.0516 -0.0281 -0.0642 -0.0036
C -1.6409 -2.5106 -0.4511 -0.4404 0.5289 0.2305
H -1.1361 -3.4307 -3.2640 -0.0584 0.0513 -0.0630
H -0.3130 -4.9678 -3.5481 -0.0036 -0.0732 -0.1050
H 0.6127 -3.5445 -3.0647 0.0792 0.0455 -0.0325
H 0.3301 -5.0933 -1.1510 -0.1501 0.0638 0.0762
H -1.4242 -5.0314 -1.3191 0.1191 0.0149 0.0765
H 1.4774 -3.5874 -0.1113 -0.0059 -0.0457 -0.0300
H 1.5160 0.0949 2.1887 -0.0408 -0.1985 -0.0771
H 3.3011 0.0996 3.8316 0.0385 -0.0960 -0.0676
H 4.1236 -1.1464 2.8567 -0.0451 0.1234 0.0978
H 5.2094 1.0936 2.6679 0.0290 0.0734 0.0417
H 3.7090 1.7636 2.0143 0.0338 0.1100 0.0589
H 3.8646 0.4258 0.0134 -0.0293 -0.1278 0.0065
H 5.0562 -0.6469 0.7257 -0.0785 -0.0251 -0.0327
H 7.5751 1.8074 0.9992 -0.0434 -0.0151 0.0589
H 7.0216 0.2054 1.4831 -0.0206 0.0465 0.0659
H 9.0174 0.0272 0.1512 -0.0261 0.0119 0.0076
H 7.3452 -1.7855 -0.0542 -0.0551 -0.1534 0.0767
H 8.1910 -1.5658 -1.5869 0.0362 -0.0880 -0.0880
H 6.5580 -0.9222 -1.3776 -0.1504 -0.0107 -0.0938
H 9.0889 0.6854 -2.2346 0.0524 -0.0097 -0.1111
H 8.7961 2.0923 -1.2127 0.0486 0.1601 -0.0261
H 7.4593 1.3519 -2.1055 -0.1403 0.0690 -0.1345
H 5.3535 3.0782 0.8235 0.0666 0.0347 -0.0381
H 6.4310 3.0056 -0.5798 0.0169 0.0806 0.0249
H 3.4404 2.4484 -0.6339 -0.0066 -0.0145 0.0355
H 4.0155 4.8330 -0.2954 -0.0225 0.1216 0.0856
H 3.3496 4.5648 -1.9069 -0.0695 0.0823 -0.0649
H 5.0875 4.7830 -1.6958 0.1131 0.0760 -0.0701
H 3.7056 2.2903 -3.0665 -0.0668 0.0242 -0.1119
H 4.7680 1.1067 -2.2910 0.0483 -0.1334 -0.0821
H 5.4362 2.6086 -2.9350 0.1417 0.0398 -0.0915
H -2.6403 0.3004 1.1729 0.1035 0.0913 0.0542
H -4.5385 3.3600 1.1618 -0.0299 -0.0814 0.0007
H -5.3797 2.0574 2.0556 0.0169 0.2343 0.0741
H -7.3720 2.3054 0.6524 -0.0039 0.0976 0.0303
H -6.9535 3.9357 1.2687 -0.0070 -0.1176 0.0341
H -6.8689 1.8477 -1.6344 0.0597 0.1465 -0.0567
H -6.0760 3.1547 -2.5703 0.0207 -0.1067 0.0179
H -3.9868 2.8277 -1.2901 -0.0218 -0.0969 -0.0194
H -4.5231 1.2258 -1.8690 0.0902 0.1454 -0.1906
H -4.9308 -2.3017 -1.2900 -0.0641 -0.1142 -0.1125
H -2.9601 -3.7068 -1.6816 0.0165 -0.0745 -0.0674
```
Forces are in eV/Å.

=====

No. 3
Density functional theory data (ωB97M-V/def2-TZVPD) for a molecular structure, C41H29Co2NaO5P at a distorted geometry.

The multiplicity is 1. The value obtained for the LUMO energy is -6.12 eV. The value obtained for the HOMO energy is -9.01 eV. For the total energy, the calculation gives -5224.775521 a.u. The net charge is +1.

```
79
Properties=species:S:1:pos:R:3:forces:R:3
O 1.8182 3.0684 1.8630 -0.4107 0.5479 -0.9707
C 1.3836 3.3987 0.8124 1.0340 -0.8020 1.7138
Co 0.6916 3.8935 -0.7039 0.1947 -1.5680 0.0944
C -0.1968 5.3989 -0.5680 -2.3117 3.1228 -0.0495
O -0.7573 6.4146 -0.4774 1.3962 -2.3078 -0.0928
C 1.9175 4.5311 -1.8207 1.1388 0.3746 -1.8456
O 2.6903 4.9444 -2.5815 -1.6043 -0.8605 1.8693
C 0.3908 2.2277 -1.7387 1.9957 -0.3060 -2.4240
C 0.9494 1.0277 -1.2419 -0.0686 2.0789 -0.6862
C 2.1184 0.3721 -1.4349 0.4622 -1.0155 -0.8690
C 2.4661 -0.9219 -0.9497 0.0744 0.5598 -0.5109
C 3.6022 -1.5136 -1.5449 0.5449 -0.2816 0.4988
C 4.1438 -2.6613 -0.9953 0.1786 0.2076 -0.2614
C 3.6009 -3.2272 0.1663 -0.5073 0.0498 -0.1218
C 2.4026 -2.7165 0.6758 -0.0673 -0.1380 -0.0780
C 1.7847 -1.6153 0.0805 0.3433 0.1044 0.7188
Co -0.5461 1.4662 -0.3866 -1.6698 -0.0740 1.9634
C -0.3017 0.7681 1.1830 0.8559 -1.0827 3.3853
O -0.0857 0.4408 2.2859 -0.4942 0.6876 -2.4677
C -1.5701 2.7162 0.2764 -1.9966 1.8991 1.3293
O -2.2884 3.3854 0.8909 1.0804 -0.9957 -1.0475
P -2.1280 0.1652 -1.1729 -1.1986 -0.1970 -0.6612
C -2.5818 -1.2400 -0.0690 0.2530 -0.1370 0.4380
C -2.6032 -2.5978 -0.4338 -0.0892 0.2850 0.1576
C -2.9955 -3.5738 0.4930 0.0577 0.2871 0.0382
C -3.3791 -3.2029 1.7881 0.0426 0.0697 -0.2800
C -3.3615 -1.8523 2.1598 0.1572 -0.0416 -0.2235
C -2.9353 -0.8838 1.2446 -0.2122 -0.3282 0.1228
C -3.7639 0.9895 -1.3907 -0.1306 0.4431 0.0320
C -4.9919 0.3582 -1.1261 0.0942 0.2115 -0.1341
C -6.1986 0.9955 -1.4439 0.3029 0.0421 0.0530
C -6.1893 2.2726 -2.0185 0.1748 -0.2238 0.0527
C -4.9717 2.9171 -2.2651 0.0511 -0.1996 0.1299
C -3.7636 2.2842 -1.9431 -0.3703 -0.1155 -0.0692
C -1.9565 -0.6347 -2.8188 0.6514 0.0202 -0.4502
C -2.8504 -0.4173 -3.8824 0.0443 -0.2275 0.3019
C -2.7334 -1.1405 -5.0752 0.3004 0.0649 0.2339
C -1.6866 -2.0578 -5.2348 -0.1642 0.1038 0.2350
C -0.7529 -2.2428 -4.2011 -0.1688 0.2346 -0.0726
C -0.8633 -1.4987 -3.0187 -0.1699 -0.1833 -0.2451
H 0.2236 2.3580 -2.8190 -0.0101 0.0019 0.4150
H 2.7853 0.8107 -2.1909 -0.0118 -0.2279 0.4217
H 4.0476 -0.9943 -2.4008 -0.0463 -0.3961 0.3480
H 5.0182 -3.1149 -1.4475 -0.0111 0.0513 0.0376
H 4.0795 -4.0920 0.6262 -0.1722 0.2559 -0.0991
H 1.9541 -3.1807 1.5531 -0.0007 0.0645 -0.2539
H 0.8189 -1.2353 0.4325 0.5272 -0.2727 -0.0720
H -2.3228 -2.8896 -1.4455 -0.1097 0.0337 0.2675
H -2.9986 -4.6236 0.1841 -0.0368 0.3998 0.1885
H -3.6966 -3.9682 2.5010 0.1026 0.2913 -0.2373
H -3.6748 -1.5532 3.1645 0.1513 -0.1148 -0.3803
H -2.9088 0.1635 1.5603 -0.0790 -0.2932 -0.1552
H -5.0077 -0.6338 -0.6705 -0.0183 0.2748 -0.1916
H -7.1402 0.4803 -1.2313 0.3326 0.2627 -0.1161
H -7.1326 2.7600 -2.2761 0.3361 -0.1365 0.1064
H -4.9650 3.9181 -2.7043 0.0323 -0.3606 0.1578
H -2.8184 2.7967 -2.1488 -0.2783 -0.1910 0.0776
H -3.6456 0.3167 -3.7604 0.0835 -0.3011 -0.1045
H -3.4707 -0.9765 -5.8682 0.3947 -0.0833 0.2677
H -1.6065 -2.6180 -6.1718 0.0292 0.1507 0.4298
H 0.0556 -2.9734 -4.3189 -0.2793 0.4125 0.0317
H -0.0985 -1.6006 -2.2411 -0.3162 -0.0852 -0.2007
C 5.8473 -0.3755 2.8496 -0.6422 0.8297 -1.7356
Na 2.2579 2.6764 4.0904 0.0505 -0.2032 -0.3393
C 5.1170 0.0469 1.7132 0.2723 -0.3756 1.0587
C 3.7425 0.1773 2.0825 0.1531 -0.3024 -1.1499
C 3.6100 -0.1601 3.4623 0.3775 0.3279 1.2198
C 4.9541 -0.3578 3.9740 -1.5637 0.2440 1.2918
C 5.1404 -0.3136 5.3613 0.1798 -0.7200 -0.5624
C 4.0311 -0.2575 6.2183 -0.3968 0.4958 0.2513
C 2.7375 -0.0616 5.7060 -0.0005 -0.2326 0.8610
C 2.5039 -0.0811 4.3304 0.5816 0.2806 -0.6694
H 6.8875 -0.6561 2.8844 0.0950 0.1680 -0.0382
H 5.5266 0.2692 0.7317 -0.1299 -0.2604 0.2238
H 2.9232 0.5126 1.4495 0.3077 -0.0844 0.0639
H 6.1334 -0.3359 5.8088 -0.1393 -0.1822 -0.2180
H 4.1855 -0.3470 7.3097 -0.1175 0.3018 -0.7868
H 1.9034 0.1235 6.4015 0.3989 -0.4979 -0.3534
H 1.4951 -0.0478 3.9177 0.1593 0.1653 0.1372
```
Forces are in eV/Å.